A structure of composition C8H22AsF8N3NiO6S2, computed with the ωB97M-V functional and the def2-TZVPD basis.

The max |F| comes out at 0.12905 Eh/bohr. The HOMO energy (alpha / beta) comes out at -10.916 / -10.858 eV.

```
! wB97M-V def2-TZVPD RIJCOSX def2/J DEFGRID3
* xyz 0 3
Ni 25.611 20.385 22.506
As 24.530 17.646 25.245
F 23.491 16.301 25.599
F 25.947 16.632 25.047
F 25.539 19.047 24.952
F 23.111 18.703 25.154
F 24.695 17.889 26.943
F 24.316 17.422 23.492
N 26.086 21.532 20.983
S 26.975 21.594 19.700
O 28.264 22.219 19.804
O 26.241 21.753 18.468
F 27.314 20.026 19.624
S 25.756 23.271 20.883
O 24.790 23.627 19.886
O 26.814 24.217 21.162
F 24.893 23.345 22.219
C 21.382 20.858 22.341
C 22.903 21.105 22.333
C 23.184 21.533 23.772
O 24.613 21.444 23.995
C 25.016 21.803 25.324
N 23.596 19.823 21.990
H 21.015 20.115 23.051
H 20.952 20.590 21.372
H 20.814 21.761 22.589
H 23.207 21.804 21.558
H 22.733 20.810 24.452
H 22.873 22.554 23.988
H 24.765 21.016 26.032
H 24.599 22.755 25.655
H 26.096 21.917 25.303
H 23.212 19.650 21.066
H 23.222 19.117 22.626
C 28.765 17.598 22.086
C 27.817 18.625 22.687
C 28.412 20.004 22.659
O 27.427 20.867 23.231
C 27.960 22.153 23.528
N 26.458 18.513 22.130
H 29.673 17.494 22.684
H 29.091 17.891 21.086
H 28.276 16.627 22.170
H 27.757 18.337 23.742
H 28.654 20.210 21.610
H 29.357 20.054 23.199
H 28.587 22.190 24.423
H 27.263 22.987 23.555
H 28.656 22.425 22.727
H 25.921 17.765 22.581
H 26.477 18.025 21.230
*
```

***

A structure of composition C8H22Br2MnN2O2, computed with the ωB97M-V functional and the def2-TZVPD basis.

The max |F| comes out at 0.05487 Eh/bohr. The HOMO energy (alpha / beta) comes out at -7.650 / -7.808 eV.

```
! wB97M-V def2-TZVPD RIJCOSX def2/J DEFGRID3
* xyz 0 6
Mn -0.451 -0.106 1.401
Br -3.120 0.798 1.635
Br -0.058 -1.335 3.650
C 0.832 3.938 1.043
C 0.024 2.616 0.937
C -0.145 2.206 -0.582
O -0.719 0.890 -0.694
C -1.345 0.667 -1.937
N 0.792 1.655 1.666
H 0.295 4.624 1.699
H 0.912 4.505 0.115
H 1.866 3.816 1.364
H -0.906 2.841 1.460
H 0.800 2.137 -1.120
H -0.850 2.916 -1.013
H -0.673 0.626 -2.794
H -2.052 1.468 -2.152
H -1.935 -0.242 -1.819
H 0.811 1.978 2.623
H 1.720 1.897 1.348
C 2.152 -2.400 -1.527
C 0.954 -1.570 -0.871
C -0.306 -2.475 -0.568
O -1.182 -1.935 0.416
C -2.313 -2.884 0.663
N 1.412 -0.919 0.305
H 2.951 -1.696 -1.762
H 1.830 -2.745 -2.510
H 2.467 -3.286 -0.977
H 0.625 -0.862 -1.632
H 0.193 -3.256 0.007
H -0.771 -2.787 -1.503
H -2.748 -3.210 -0.281
H -3.064 -2.387 1.279
H -1.980 -3.735 1.256
H 2.020 -0.151 0.059
H 1.962 -1.596 0.814
*
```

***

A structure of composition C8H22F2KNO16P2S3, computed with the ωB97M-V functional and the def2-TZVPD basis.

The max |F| comes out at 0.19389 Eh/bohr. The HOMO energy comes out at -8.246 eV.

```
! wB97M-V def2-TZVPD RIJCOSX def2/J DEFGRID3
* xyz 0 1
K -12.090 -12.180 -1.333
N -8.284 -14.358 -4.258
S -7.816 -15.621 -4.907
O -6.378 -15.667 -5.249
O -8.725 -16.431 -5.675
F -7.782 -16.471 -3.522
S -8.691 -13.602 -5.748
O -10.029 -13.660 -6.296
O -7.624 -13.600 -6.722
F -8.590 -12.135 -5.226
C -17.980 -7.751 1.118
O -17.740 -8.136 2.502
P -16.400 -8.885 3.056
O -15.862 -10.030 2.323
O -15.420 -7.606 3.150
C -15.914 -6.494 3.854
O -17.048 -9.126 4.531
C -16.188 -9.202 5.725
H -17.195 -7.117 0.708
H -18.760 -6.990 1.132
H -18.127 -8.483 0.323
H -16.957 -6.331 4.124
H -15.594 -5.686 3.198
H -15.163 -6.451 4.643
H -15.131 -9.146 5.465
H -16.377 -10.080 6.343
H -16.367 -8.289 6.292
C -19.031 -15.543 -3.161
O -18.383 -16.443 -4.065
P -17.046 -17.225 -3.437
O -15.883 -16.316 -3.106
O -17.598 -18.159 -2.262
C -18.439 -19.260 -2.503
O -16.712 -18.350 -4.517
C -16.142 -18.025 -5.787
H -20.066 -15.788 -3.397
H -18.831 -14.517 -3.472
H -18.787 -15.576 -2.099
H -18.345 -19.587 -3.538
H -19.448 -18.909 -2.285
H -18.172 -20.067 -1.821
H -15.092 -18.295 -5.898
H -16.269 -16.974 -6.050
H -16.757 -18.501 -6.550
C -11.627 -5.511 -8.079
C -12.302 -4.464 -7.324
O -13.267 -5.142 -6.538
S -13.119 -6.758 -6.336
O -14.399 -7.461 -6.599
O -12.353 -7.022 -5.110
O -12.220 -6.787 -7.760
H -10.562 -5.576 -7.861
H -11.427 -5.363 -9.141
H -12.770 -3.795 -8.045
H -11.507 -3.820 -6.945
*
```

***

A structure of composition C8H22FN2O8S3, computed with the ωB97M-V functional and the def2-TZVPD basis.

The max |F| comes out at 0.02183 Eh/bohr. The HOMO energy comes out at -4.112 eV.

```
! wB97M-V def2-TZVPD RIJCOSX def2/J DEFGRID3
* xyz -1 1
C 1.650 1.139 -2.814
C 1.256 2.611 -2.724
N -0.148 2.781 -2.462
N -1.007 2.310 -3.504
S -2.024 1.401 -2.725
O -1.482 0.467 -1.771
O -3.240 2.033 -2.296
F -2.509 0.500 -3.935
H 1.680 0.813 -3.847
H 0.947 0.544 -2.246
H 2.633 0.999 -2.379
H 1.770 3.083 -1.887
H 1.594 3.119 -3.638
H -0.368 3.726 -2.188
O -0.857 -2.558 1.889
S -1.833 -3.514 1.465
O -1.440 -4.585 0.605
O -3.083 -2.768 0.882
C -2.865 -1.756 -0.161
C -2.638 -2.336 -1.533
C -2.632 -4.195 2.880
H -2.041 -1.111 0.136
H -3.773 -1.159 -0.141
H -1.685 -2.859 -1.599
H -2.620 -1.489 -2.211
H -3.429 -3.036 -1.807
H -2.955 -3.383 3.523
H -1.899 -4.819 3.387
H -3.474 -4.794 2.546
O 2.551 0.442 0.054
S 1.774 1.213 0.970
O 1.753 2.636 0.856
O 2.223 0.828 2.458
C 3.635 0.869 2.732
C 4.155 2.278 2.935
C 0.135 0.593 1.010
H 4.170 0.357 1.931
H 3.755 0.280 3.640
H 4.111 2.852 2.011
H 5.191 2.243 3.273
H 3.556 2.801 3.681
H 0.167 -0.486 1.134
H -0.309 0.859 0.046
H -0.399 1.073 1.825
*
```

***

Record-wise energy relative to the best compared isomer or geometry (same formula, charge and spin) values, in kJ/mol: 207.4, 0.0, 280.5, 0.0